64
Properties=species:S:1:pos:R:3:forces:R:3:nbo_charge:R:1 method="wB97M-V/def2-TZVPD" e_lumo_ev="-1.2044 / -1.7130" charge=0 total_energy_ev=-53361.2660 gap_ev="6.47 / 6.05" relative_energy_kcal_mol=61.3
O -0.121640 1.356253 -4.573147 -0.2 0.9 -2.5 -0.6202
C 0.675949 0.550708 -5.520469 0.3 0.0 0.1 -0.0843
C 0.408178 1.477336 -6.697322 0.3 -0.3 -0.4 -0.4601
H 0.357574 -0.484171 -5.757456 0.0 0.4 0.9 0.1951
H 1.697776 0.593665 -5.107500 -0.1 -0.4 -0.6 0.1840
C -0.179026 2.448536 -5.668236 0.5 0.2 0.3 0.2864
H -0.267554 1.057808 -7.461501 0.0 0.2 0.6 0.2221
H 1.325598 1.782539 -7.225366 -0.4 0.3 0.3 0.2128
C -1.567005 3.025873 -5.823040 -0.7 0.2 0.0 -0.6392
H -2.199029 2.484113 -6.547059 0.3 0.0 0.5 0.2387
H -1.509453 4.076043 -6.162395 0.0 -0.5 0.1 0.2141
H -2.074861 3.039731 -4.837757 0.3 0.0 -0.5 0.2270
C 0.810910 3.592294 -5.426274 0.1 0.2 0.5 -0.6312
H 1.873238 3.306437 -5.434722 -0.4 -0.2 0.0 0.2124
H 0.610366 4.092665 -4.471398 0.0 -0.1 -0.1 0.2202
H 0.673592 4.346190 -6.220835 0.1 -0.4 0.2 0.2199
In 0.755684 0.233396 -2.381158 0.4 -0.5 1.3 0.8793
C 2.684499 1.053802 1.163611 0.4 1.7 -1.2 -0.2888
C 2.957661 -0.304380 0.804201 1.2 -0.3 0.0 -0.0008
C 3.615480 -0.304472 -0.452455 0.2 1.0 -1.2 -0.3727
H 2.931782 -1.183876 1.456452 -0.4 0.5 -0.3 0.2149
C 3.684159 1.036007 -0.907039 0.8 -2.2 -0.2 -0.1989
C 3.178572 1.883803 0.127501 -1.5 -0.7 2.2 -0.2459
H 3.174902 2.970440 0.110183 -0.2 -0.3 0.0 0.2156
H 2.104457 1.366241 2.023395 0.3 0.0 -0.1 0.2189
H 4.014499 -1.177654 -0.969770 -0.3 0.3 0.2 0.2242
H 4.105931 1.355733 -1.867608 -0.1 -0.1 0.5 0.2129
C -1.162152 1.132567 1.653300 1.5 2.6 0.5 -0.1597
C -0.625511 2.427656 1.376352 -0.7 -1.8 1.1 -0.3319
C -1.147063 2.882861 0.124248 -0.3 -0.8 -0.1 -0.0635
H 0.042327 2.985364 2.027096 -0.3 -0.1 -0.1 0.2199
C -1.947833 1.825545 -0.419049 -0.2 -1.6 0.6 -0.3935
C -1.957667 0.745213 0.524683 -0.5 1.5 -2.5 -0.1248
H -2.464423 -0.210462 0.388333 0.2 0.3 0.1 0.2210
H -1.049495 0.556097 2.581312 0.1 0.3 -0.6 0.2196
H -1.006871 3.869939 -0.332427 0.1 -0.5 0.3 0.2136
H -2.423481 1.791915 -1.409864 0.2 0.3 0.8 0.2160
O -3.084449 0.091136 -5.823651 0.8 -0.4 1.3 -0.5445
C -3.660572 0.504498 -4.546725 -0.8 0.6 -1.0 -0.0767
C -3.097147 -0.333463 -3.387133 -0.4 -1.1 -0.5 -0.4481
H -4.725159 0.261507 -4.656930 0.0 0.3 0.2 0.1725
H -3.571828 1.607449 -4.499107 0.1 -0.7 0.2 0.1889
C -2.047453 -1.231828 -4.109807 0.4 0.0 -0.5 -0.4282
H -3.953885 -0.988557 -3.074106 0.9 0.3 -0.1 0.2091
H -2.804333 0.189670 -2.468260 0.3 0.0 -0.6 0.2286
C -2.555338 -1.217436 -5.587100 0.2 -0.7 0.3 -0.0700
H -1.946213 -2.235120 -3.645191 -0.2 0.5 -0.5 0.2349
H -1.013899 -0.836913 -4.208462 -0.8 0.1 0.7 0.1971
H -3.371522 -1.956414 -5.704622 0.3 0.1 -0.1 0.1642
H -1.715618 -1.458966 -6.307335 -1.1 0.4 0.6 0.1833
Cl -1.787393 -5.471570 4.020227 -0.3 -0.5 0.2 0.0175
C -1.356150 -4.412962 2.743770 0.7 1.2 -0.7 -0.0432
C -0.649269 -3.244083 3.082457 0.0 0.2 -0.7 -0.2470
C -0.207422 -2.398572 2.060734 0.1 -0.3 -0.5 -0.1671
C -0.389062 -2.707028 0.701190 -0.6 -0.4 -0.2 -0.1862
C -1.236226 -3.791199 0.403334 0.0 -0.4 0.4 -0.1051
C -1.691415 -4.673810 1.402399 0.3 0.5 0.8 -0.2631
C 0.282754 -1.832853 -0.386640 -0.1 0.6 0.3 0.7692
O 0.761108 -0.733129 0.064729 -1.0 -1.1 -1.1 -0.7856
O 0.321313 -2.185339 -1.612005 -0.3 0.5 1.4 -0.7842
H -0.423655 -2.956806 4.108891 -0.2 -0.4 -0.2 0.2281
H 0.289574 -1.457139 2.262740 0.2 -0.2 0.2 0.2357
H -1.597010 -3.974981 -0.601513 0.5 0.0 -0.2 0.2184
H -2.302455 -5.560949 1.214836 0.2 0.4 -0.3 0.2284

64
Properties=species:S:1:pos:R:3:forces:R:3:nbo_charge:R:1 method="wB97M-V/def2-TZVPD" e_lumo_ev=-2.0696 charge=0 total_energy_ev=-55667.9690 gap_ev=4.32 relative_energy_kcal_mol=25.2
C -4.054617 -1.226856 3.211570 0.3 0.3 0.1 -0.4180
N -2.980437 -1.206570 2.233491 0.6 -0.5 -1.2 -0.4548
C -2.991490 -2.131054 1.215877 0.4 0.7 1.0 0.6817
O -3.801483 -3.018452 1.066906 0.1 0.2 -0.2 -0.5948
C -1.804939 -1.828935 0.327665 1.0 -0.3 -0.4 -0.1219
C -2.251808 -1.306319 -1.040017 0.3 0.9 -0.2 -0.4303
C -3.132405 -2.272126 -1.743839 -0.1 -0.1 0.2 -0.1511
C -4.507143 -2.071238 -1.776349 0.2 -0.4 -0.5 0.3665
F -5.032081 -0.922283 -1.310600 0.1 -0.5 0.0 -0.2999
C -5.340261 -3.040863 -2.315848 -0.5 0.3 0.2 0.2774
F -6.671313 -2.861321 -2.308509 0.5 -0.1 -0.1 -0.2847
C -4.799286 -4.205143 -2.839753 -0.2 -0.3 0.0 0.2908
F -5.606790 -5.151871 -3.345096 0.4 0.5 0.2 -0.2802
C -3.426882 -4.403978 -2.817011 0.5 -0.4 -0.2 0.2616
F -2.902491 -5.527141 -3.333110 -0.3 0.3 0.2 -0.2857
C -2.594981 -3.444897 -2.256160 -0.6 0.0 -0.1 0.3957
F -1.266034 -3.657667 -2.192931 -0.5 0.1 0.0 -0.3085
N -0.976708 -0.829945 1.062722 0.5 -0.3 -0.4 -0.3466
C 0.281072 -0.500945 0.653299 -2.5 -0.6 0.6 0.2643
C 1.110703 0.412615 1.266042 1.0 0.8 0.4 -0.3767
C 2.382980 0.714178 0.819045 -1.3 -0.6 -0.1 0.0807
C 3.284267 1.583456 1.492878 0.7 0.7 0.6 -0.0628
C 4.549102 1.868238 0.944156 -0.6 -0.4 -0.1 -0.1369
C 5.424404 2.706827 1.589890 0.3 0.2 0.1 -0.2068
C 5.073596 3.291750 2.793962 0.1 0.0 -0.2 -0.1466
C 3.840625 3.021785 3.356117 -0.2 0.2 0.3 -0.2238
C 2.959878 2.181699 2.725481 0.0 -0.3 -0.4 -0.1462
C -1.761918 -0.333724 2.255512 -0.5 -0.1 0.2 0.3344
C -2.162892 1.121159 2.058203 0.0 0.0 -0.2 -0.6366
C -1.017702 -0.573894 3.564715 0.1 -0.1 -0.1 -0.6358
H -4.874887 -1.821719 2.810295 0.2 0.0 -0.1 0.2560
H -3.722171 -1.677000 4.144816 0.0 0.0 0.1 0.2008
H -4.416144 -0.219530 3.401165 0.0 0.1 0.1 0.2062
H -1.216439 -2.747439 0.198442 -0.1 0.2 0.0 0.2383
H -2.789671 -0.361584 -0.907965 0.1 -0.1 0.0 0.2407
H -1.381121 -1.081411 -1.666413 0.0 0.0 0.2 0.2640
H 0.643377 -1.011916 -0.220947 -0.1 -0.1 -0.4 0.2499
H 0.740278 0.934507 2.125921 -0.1 0.1 0.2 0.2039
H 2.714009 0.270891 -0.104252 0.1 -0.2 -0.3 0.2424
H 4.825581 1.422547 0.004343 0.0 -0.1 -0.3 0.2323
H 6.388014 2.915883 1.157306 0.1 0.0 -0.1 0.2244
H 5.757063 3.959733 3.290936 0.1 0.1 0.1 0.2209
H 3.562416 3.482228 4.289675 0.0 0.0 0.2 0.2200
H 2.011155 1.975222 3.185423 -0.2 0.0 0.1 0.1986
H -2.756649 1.226904 1.151704 0.0 0.0 0.0 0.2340
H -2.754022 1.480113 2.898918 0.0 -0.1 0.1 0.2254
H -1.289274 1.759679 1.957384 0.1 0.1 0.0 0.2318
H -0.748521 -1.624606 3.656091 0.0 -0.1 0.0 0.2290
H -0.107446 0.012986 3.636988 0.0 0.1 0.0 0.2218
H -1.646089 -0.311754 4.413722 -0.1 0.1 0.0 0.2308
O 1.005066 1.024414 -1.913739 -2.2 -0.4 1.9 -0.7881
C 2.005867 1.194879 -2.615457 0.6 0.3 -0.3 0.3698
C 2.597949 2.488798 -2.807789 0.2 -0.8 -0.1 -0.0611
N 2.050100 3.677337 -2.162711 -0.4 0.9 0.3 0.5251
O 2.099332 3.768534 -0.930879 -0.1 -0.4 -1.0 -0.4118
O 1.591547 4.573929 -2.878124 0.6 -1.0 0.6 -0.3849
C 3.702881 2.626222 -3.610859 0.1 0.4 -0.2 -0.1916
C 4.265559 1.529719 -4.226804 0.6 0.1 -0.3 -0.3322
C 3.716848 0.263634 -4.055824 0.2 0.0 -0.1 -0.1790
C 2.614198 0.084925 -3.277291 0.3 0.5 0.0 -0.3392
H 4.118359 3.611726 -3.756118 0.1 0.1 -0.1 0.2143
H 5.138764 1.655825 -4.845492 0.1 0.1 -0.1 0.2042
H 4.164740 -0.582706 -4.551547 0.1 -0.2 -0.1 0.2001
H 2.166363 -0.887454 -3.149226 -0.2 -0.1 0.1 0.1989